67
Properties=species:S:1:pos:R:3:lowdin_spin:R:1 method="wB97M-V/def2-TZVPD" total_charge=0 de_lowest_ev=0.7739 gap_ev="7.63 / 7.26" e_homo_ev="-7.61 / -8.52" multiplicity=3
Ti 1.338 -0.239 0.302 0.972
C 1.388 5.509 -0.767 -0.001
C 1.751 4.129 -0.302 -0.001
C 2.966 3.873 0.350 0.007
C 3.286 2.603 0.779 -0.005
C 2.368 1.570 0.567 -0.009
Br 3.397 -1.601 1.115 0.014
N 1.211 1.841 -0.039 -0.002
C 0.893 3.066 -0.482 0.005
H 2.279 6.089 -1.006 0.000
H 0.837 6.054 0.003 0.000
H 0.762 5.472 -1.659 0.000
H 3.660 4.693 0.500 0.000
H 4.231 2.394 1.264 0.000
H -0.059 3.178 -0.986 0.000
C -2.160 1.456 -1.410 0.013
Si -2.473 1.186 0.423 0.072
C -4.326 1.106 0.723 0.025
C -1.813 2.580 1.499 -0.002
C -1.675 -0.437 0.938 0.607
C -0.951 -0.411 2.212 0.098
C -1.657 -0.556 3.416 0.024
C -0.968 -0.511 4.609 0.009
C 0.415 -0.340 4.605 -0.001
C 1.050 -0.236 3.391 0.008
N 0.380 -0.263 2.223 0.032
Si -2.240 -2.159 0.363 0.060
C -2.325 -2.244 -1.505 0.005
C -1.217 -3.474 1.213 -0.001
C -3.998 -2.390 1.011 0.029
H -2.343 2.494 -1.698 0.001
H -2.841 0.830 -1.990 0.000
H -1.143 1.192 -1.705 0.001
H -4.718 2.123 0.628 0.003
H -4.571 0.753 1.725 0.000
H -4.850 0.480 0.003 0.000
H -1.963 3.545 1.010 0.000
H -0.756 2.485 1.744 0.000
H -2.373 2.601 2.438 0.000
H -2.728 -0.695 3.389 0.003
H -1.502 -0.617 5.544 0.001
H 0.992 -0.309 5.518 0.000
H 2.124 -0.143 3.298 0.001
H -1.450 -1.824 -1.994 0.000
H -3.218 -1.719 -1.853 0.000
H -2.414 -3.288 -1.812 0.000
H -0.188 -3.528 0.866 0.000
H -1.682 -4.446 1.029 0.000
H -1.231 -3.307 2.294 0.000
H -4.731 -1.762 0.505 0.000
H -4.092 -2.218 2.084 0.000
H -4.277 -3.431 0.830 0.004
O 2.837 -0.094 -1.689 0.006
C 2.992 -1.136 -2.605 0.000
C 3.852 -0.890 -3.666 0.000
C 4.102 -1.871 -4.609 0.000
C 3.493 -3.113 -4.488 0.000
C 2.627 -3.345 -3.438 0.000
C 2.345 -2.365 -2.487 0.001
C 1.306 -2.717 -1.463 0.002
O 0.916 -3.853 -1.315 0.000
O 0.774 -1.700 -0.813 0.016
H 3.436 -0.286 -0.937 0.001
H 4.328 0.080 -3.721 0.000
H 4.777 -1.671 -5.431 0.000
H 3.690 -3.893 -5.211 0.000
H 2.131 -4.300 -3.329 0.000

51
Properties=species:S:1:pos:R:3:nbo_charge:R:1 method="wB97M-V/def2-TZVPD" total_charge=0 de_lowest_ev=14.4439 gap_ev=8.65 e_homo_ev=-8.42 multiplicity=1
C 0.266 -2.060 6.531 -0.598
H -0.626 -2.755 6.512 0.190
H 0.973 -2.455 6.043 0.178
H 0.463 -1.961 7.594 0.189
C -0.321 -0.411 6.092 -0.182
C -1.287 -0.055 6.902 -0.588
H -1.473 0.938 6.584 0.217
H -1.158 -0.045 7.946 0.219
H -2.331 -0.748 6.820 0.185
C -0.733 -0.601 4.621 -0.379
H -1.228 0.171 4.235 0.193
H -1.652 -1.403 4.334 0.198
C 0.351 -0.721 3.627 -0.359
C -0.144 -0.903 2.161 -0.248
C -0.785 -1.790 1.476 0.512
N -1.045 -1.780 0.160 -0.591
C -1.007 -0.506 -0.295 0.476
N -0.499 0.500 0.167 -0.606
C -0.191 0.389 1.587 0.610
O 0.458 1.422 1.921 -0.624
H -0.554 1.423 -0.356 0.487
S -1.680 -0.752 -2.133 0.215
C -2.033 1.033 -2.392 -0.654
H -2.600 1.095 -3.260 0.242
H -2.767 1.581 -1.518 0.260
C -0.731 1.795 -2.581 0.659
O -0.082 2.622 -1.710 -0.681
N -0.264 1.554 -3.873 -0.428
C -0.592 0.877 -5.007 -0.227
H -1.334 0.155 -4.464 0.194
C 0.256 0.009 -5.717 -0.399
C 1.278 -0.498 -4.811 -0.433
H 1.734 -1.544 -5.249 0.215
H 0.940 -0.746 -3.841 0.214
C 2.623 0.374 -4.525 -0.402
C 2.226 1.304 -3.616 -0.420
H 1.894 1.230 -2.573 0.256
H 3.400 2.006 -3.557 0.176
C 1.107 2.315 -4.126 -0.260
H 1.243 2.460 -5.302 0.207
H 1.259 3.270 -3.435 0.281
H 3.563 -0.426 -4.184 0.223
H 3.043 0.712 -5.547 0.220
H 0.956 0.849 -6.435 0.161
H -0.262 -0.675 -6.394 0.252
H -1.263 1.549 -5.472 0.215
O -0.678 -3.026 2.134 -0.661
H -1.075 -3.590 1.538 0.476
H 0.632 -1.972 3.718 0.191
H 1.204 -0.247 3.556 0.229
H 0.524 0.035 6.117 0.201

80
Properties=species:S:1:pos:R:3:mulliken_charge:R:1 method="wB97M-V/def2-TZVPD" total_charge=-1 de_lowest_ev=0.3535 gap_ev=9.25 e_homo_ev=-6.83 multiplicity=1
Cl -1.678 27.126 -11.876 1.505
O -2.557 26.666 -10.862 -0.517
O -0.293 26.788 -11.538 -0.758
O -1.980 26.469 -13.143 -0.661
O -1.686 28.551 -12.147 -0.827
O 1.817 26.408 -13.863 -0.628
H 1.048 26.636 -13.338 0.272
H 1.868 25.452 -13.811 0.196
C -5.564 27.335 -9.945 -1.053
C -6.781 26.729 -9.240 0.183
C -6.490 25.380 -8.504 -0.914
O -7.153 27.684 -8.264 -0.573
H -5.301 26.796 -10.855 0.293
H -4.735 27.347 -9.237 0.254
H -5.749 28.375 -10.213 0.372
H -7.599 26.629 -9.954 0.329
H -5.987 25.505 -7.545 0.266
H -5.756 24.834 -9.097 0.204
H -7.364 24.731 -8.448 0.305
H -6.358 27.816 -7.741 0.355
C -0.709 26.679 -17.386 -0.654
C -1.606 25.541 -17.097 0.232
C -0.780 24.283 -16.487 -0.998
O -2.629 25.833 -16.127 -0.541
H 0.178 26.370 -17.939 0.421
H -0.328 27.136 -16.472 -0.214
H -1.257 27.427 -17.960 0.317
H -2.043 25.245 -18.051 0.318
H -1.426 23.584 -15.956 0.331
H -0.095 24.645 -15.719 0.061
H -0.312 23.769 -17.328 0.492
H -2.231 25.966 -15.263 0.304
C 1.905 30.125 -12.488 -0.795
C 3.199 29.436 -12.687 0.449
C 3.540 28.441 -11.527 -1.210
O 3.104 28.708 -13.880 -0.567
H 1.056 29.442 -12.497 -0.032
H 1.807 30.867 -13.281 0.229
H 1.951 30.627 -11.520 0.471
H 3.984 30.185 -12.797 0.258
H 3.930 28.950 -10.646 0.408
H 4.288 27.708 -11.834 0.393
H 2.777 27.687 -11.331 0.108
H 2.753 27.812 -13.824 0.433
C 1.586 21.402 -12.773 -1.519
C 1.100 22.587 -13.567 0.879
C 0.013 23.309 -12.780 -0.954
O 2.216 23.454 -13.776 -0.539
H 2.222 21.618 -11.915 0.284
H 2.171 20.847 -13.508 0.496
H 0.714 20.844 -12.434 0.332
H 0.740 22.241 -14.537 0.124
H -0.392 24.165 -13.322 -0.235
H 0.389 23.713 -11.840 0.312
H -0.843 22.685 -12.524 0.537
H 2.920 22.985 -14.230 0.286
C -1.945 23.825 -7.419 -1.430
C -1.609 23.561 -8.931 0.932
C -1.077 22.184 -9.156 -1.036
O -2.825 23.839 -9.696 -0.572
H -0.996 23.927 -6.892 0.390
H -2.465 22.985 -6.958 0.313
H -2.627 24.658 -7.246 0.336
H -0.784 24.230 -9.176 0.133
H -0.468 21.848 -8.317 0.368
H -0.461 22.129 -10.054 0.016
H -1.875 21.467 -9.350 0.320
H -2.718 24.711 -10.085 0.290
C -0.260 29.745 -15.613 -0.656
C -1.631 30.359 -15.389 0.406
C -2.780 29.420 -15.811 -1.082
O -1.746 30.762 -14.065 -0.566
H 0.002 29.545 -16.652 0.515
H -0.118 28.806 -15.078 -0.236
H 0.445 30.423 -15.133 0.190
H -1.682 31.268 -15.989 0.291
H -3.712 29.981 -15.884 0.358
H -3.037 28.608 -15.131 0.150
H -2.670 28.975 -16.801 0.281
H -1.695 29.999 -13.482 0.469

14
Properties=species:S:1:pos:R:3:lowdin_spin:R:1 method="wB97M-V/def2-TZVPD" total_charge=0 de_lowest_ev=1.3451 gap_ev="5.75 / 7.14" e_homo_ev="-5.19 / -9.06" multiplicity=3
H -0.711 1.410 1.081 0.224
O -3.131 0.810 0.541 0.006
C -1.819 0.633 0.159 0.119
C -1.401 -0.691 -0.037 0.333
C -0.199 -1.009 -0.895 0.070
C 0.391 -1.299 0.452 0.124
O 1.126 -0.482 1.097 0.327
Ag 1.266 1.406 1.781 0.728
H -3.419 1.704 0.341 0.001
H -1.470 1.361 -0.586 0.025
H -2.120 -1.486 0.174 0.017
H 0.245 -0.139 -1.390 0.007
H -0.318 -1.911 -1.509 0.015
H 0.427 -2.362 0.749 0.004

8
Properties=species:S:1:pos:R:3:lowdin_spin:R:1 method="wB97M-V/def2-TZVPD" total_charge=0 de_lowest_ev=0.0810 gap_ev="5.17 / 4.75" e_homo_ev="-6.45 / -6.45" multiplicity=8
O -0.287 1.730 0.243 0.001
C 2.401 -0.136 1.957 -0.002
C 1.519 0.174 1.127 0.000
C 0.605 0.599 0.136 -0.001
C -0.214 -0.258 -0.465 0.012
O -0.726 -1.152 -1.070 0.096
Sm -2.758 -2.943 -1.273 6.893
H -0.541 1.986 -0.653 0.000

22
Properties=species:S:1:pos:R:3:nbo_charge:R:1 method="wB97M-V/def2-TZVPD" total_charge=0 de_lowest_ev=0.9070 gap_ev=9.07 e_homo_ev=-8.40 smiles=C[SiH2]N(C)[Si](C)(C)Cl multiplicity=1
C -2.633 0.327 0.254 -1.046
Si -1.181 0.307 1.640 1.209
N 0.684 -0.496 0.867 -1.217
C 1.772 -0.664 1.783 -0.417
Si 1.008 -0.172 -0.801 1.787
C 0.601 1.564 -1.433 -1.158
C 0.019 -1.478 -1.760 -1.098
Cl 3.073 -0.428 -1.104 -0.413
H -3.504 0.911 0.628 0.252
H -2.230 0.943 -0.553 0.246
H -2.805 -0.779 0.065 0.250
H -0.717 1.643 2.083 -0.196
H -1.319 -0.221 2.947 -0.182
H 2.580 -1.145 1.186 0.209
H 2.268 0.291 2.117 0.163
H 1.512 -1.252 2.645 0.188
H 0.534 2.342 -0.725 0.243
H 1.438 1.856 -2.089 0.256
H -0.373 1.603 -1.966 0.235
H -0.928 -1.634 -1.185 0.228
H -0.256 -1.166 -2.782 0.230
H 0.456 -2.353 -1.819 0.229